Below is a structure of composition C2H5F3N in a non-equilibrium geometry, with properties calculated with the ωB97M-V functional and the def2-TZVPD basis.

Calculated values
**Energy relative to the best compared isomer or geometry (same formula, charge and spin)**: 0.053 eV
**HOMO**: -18.34 eV
**Total energy**: -433.00589 a.u.
**E_LUMO**: -5.2 eV
**Spin multiplicity**: 1
**Charge**: +1

Element x y z (Å)
C -0.317 0.607 -0.012
C 0.502 -0.618 0.032
N 2.353 -0.126 -0.002
F 2.459 0.915 0.870
F 2.774 0.414 -1.181
F 3.220 -1.041 0.331
H 0.059 1.287 0.768
H -0.581 1.024 -0.932
H -1.228 -0.005 0.265
H 0.581 -1.341 -0.884
H 0.485 -1.040 1.094